Molecular formula: C4H4O2
Method: DFT, the ωB97M-V functional and the def2-TZVPD basis

The energy relative to the best compared isomer or geometry (same formula, charge and spin) is 173.43 kJ/mol. The value obtained for the orbital gap is 11.14 eV. Its SMILES is C#CCOC=O. For the total energy, the calculation gives -305.21340 a.u.

Each line ends with the natural charge from an NBO analysis.
CARTESIAN COORDINATES (ANGSTROEM)
O -2.46062 -0.53080 1.33113  -0.55
C -1.39810 -0.31963 0.82075  0.63
O -1.19216 0.75430 0.02738  -0.49
C 0.07610 0.99955 -0.58741  -0.14
C 1.04379 -0.09189 -0.44814  -0.07
C 1.75245 -1.04368 -0.24882  -0.19
H -0.52094 -0.96987 0.93869  0.12
H -0.13054 1.18718 -1.64392  0.22
H 0.47943 1.91699 -0.14913  0.22
H 2.35058 -1.90214 -0.04053  0.24